## P
Below is a gas-phase ion, C2H3N2OS (charge -1), with properties calculated with wB97M-V/def2-TZVPD.

The geometry in ORCA input format:
```
! wB97M-V def2-TZVPD RIJCOSX def2/J DEFGRID3
* xyz -1 1
N -1.0128 -0.6649 -0.0457
O -2.0733 -1.4732 0.0307
C 1.1518 0.1280 0.4280
N 0.1763 1.6163 -0.0287
H 1.9973 0.4078 -0.1817
H 0.4130 1.6924 -1.0756
C 0.2320 -0.8851 0.2159
S -1.3386 1.0438 0.1683
H 0.4543 -1.8652 0.4888
*
```

Summary:
- orbital gap (hartree) = 0.2234
- E_LUMO (eV) = 4.01
- highest occupied orbital energy (Ha) = -0.0762
- SMILES = [O-]N1C=CNS1

***

## Q
Below is a gas-phase ion, C2H3N2OS (charge -1), with properties calculated with wB97M-V/def2-TZVPD.

The geometry in ORCA input format:
```
! wB97M-V def2-TZVPD RIJCOSX def2/J DEFGRID3
* xyz -1 1
N -0.8089 3.0338 -0.7611
O 0.1452 1.7313 2.6855
C -0.0987 0.3621 0.8964
S -0.5447 3.0549 0.6593
N -0.0801 1.6119 1.4375
H -0.1086 0.9884 -1.0903
H -0.1370 -1.0273 -0.6587
H -0.1032 -0.4090 1.6083
C 0.0141 0.0681 -0.4243
*
```

Summary:
- orbital gap (spin up / spin down) (hartree) = 0.2282 / 0.2419
- E_LUMO (spin up / spin down) (eV) = 4.21 / 4.23
- highest occupied orbital energy (spin up / spin down) (Ha) = -0.0735 / -0.0866

***

Stability check: which of them is most stable? Q.

***

## P
Below is C7H13F in the gas phase, with properties calculated with wB97M-V/def2-TZVPD.

The geometry in ORCA input format:
```
! wB97M-V def2-TZVPD RIJCOSX def2/J DEFGRID3
* xyz 0 1
C -1.8456 -0.0824 -0.8170
C 1.2256 2.0215 -0.0250
H -3.5103 0.8719 0.2073
H 1.9695 2.7502 -0.3564
H 1.1376 2.1618 1.0771
H -0.1878 -0.5011 -2.0136
C -0.5641 -0.4148 -0.9752
H -2.7488 -0.3463 1.0829
H 2.4749 0.3176 0.3884
C 0.1375 -0.6134 1.4614
H 0.8704 -1.2364 2.0204
H 2.0197 0.4370 -1.2965
C -2.5203 0.4732 0.4195
C 0.5722 -0.5359 0.0170
C 1.6338 0.5571 -0.2539
H -1.9283 1.3008 0.9312
F 1.2334 -1.7156 -0.2608
H -2.4772 -0.1821 -1.6641
H 0.2446 2.3088 -0.4585
H -0.7684 -1.2393 1.5007
H -0.0307 0.3657 1.9674
*
```

Summary:
- orbital gap (hartree) = 0.3850
- E_LUMO (eV) = 0.97
- highest occupied orbital energy (Ha) = -0.3494
- SMILES = C/C=C\[C@@](C)(F)CC

***

## Q
Below is C7H13F in the gas phase, with properties calculated with wB97M-V/def2-TZVPD.

The geometry in ORCA input format:
```
! wB97M-V def2-TZVPD RIJCOSX def2/J DEFGRID3
* xyz 0 1
C -0.4708 -2.2814 1.2094
C 1.4384 1.0242 -1.4585
F -1.9667 -0.1371 0.1767
H 0.5796 0.9293 1.8555
H -0.6660 2.0512 -3.0057
C 0.1748 -0.8933 0.9004
H 1.4405 2.1274 -1.2255
H 1.3138 -0.4113 2.7220
C -0.6261 -0.0753 0.0196
C -1.0494 1.6280 -2.0933
H 1.9866 0.5649 -0.5971
H -0.9793 -2.4684 0.2256
H 1.9310 0.6292 -2.3332
H 0.0525 -3.1203 1.5156
H 1.1633 -1.1261 0.3480
H -1.2008 -2.1451 1.9349
H -0.4019 -0.4604 2.6896
H -1.8994 1.0307 -2.1276
C -0.0398 0.7549 -1.4265
H -1.3195 2.4923 -1.4414
C 0.5393 -0.1134 2.1115
*
```

Summary:
- orbital gap (spin up / spin down) (hartree) = 0.3012 / 0.3070
- E_LUMO (spin up / spin down) (eV) = 0.73 / 0.82
- highest occupied orbital energy (spin up / spin down) (Ha) = -0.2745 / -0.2769
- SMILES = CC(C)=C(F)C(C)C

***

Stability check: which of them is most stable? P.

***

## P
Below is a molecular structure, C12H31AgN2O6, with properties calculated with wB97M-V/def2-TZVPD.

The geometry in ORCA input format:
```
! wB97M-V def2-TZVPD RIJCOSX def2/J DEFGRID3
* xyz -1 2
H -4.3168 5.0767 -3.5830
C -6.6512 -2.4816 2.6641
H 2.6344 -1.7035 3.6132
H 4.2263 1.3429 0.7583
H 5.2882 3.5998 2.3335
H 0.9528 -4.1769 -4.2968
H -0.5406 -2.4008 -2.4598
H 0.0724 -6.2076 -5.7479
N 0.1963 -1.8662 -2.8970
H -3.4112 3.7153 -3.8617
H -6.5797 -3.0310 3.6028
H 3.4216 -0.6744 4.8005
C -3.3092 4.7003 -3.4063
H 4.0082 1.5162 3.8772
Ag -1.1253 1.6285 1.3473
H -0.5018 -4.2691 -3.4839
H -6.6538 -3.1479 1.8014
C 4.2173 1.8776 1.7081
O -1.4586 4.4450 5.4227
H -1.9133 4.8160 7.3521
N 3.0319 2.7267 1.6028
H -2.6289 5.1952 -4.0993
C 0.7314 -1.6265 -5.3004
H 0.6710 -0.5384 -5.3235
C -0.1829 -2.2520 -4.2633
C 5.5432 2.6571 1.8494
O -0.5928 -4.2026 -5.5999
H -7.6067 -1.9584 2.6281
H -1.2032 -1.9117 -4.4399
H -1.2194 -5.8032 -6.8812
C -0.0675 -3.7999 -4.3668
H 5.9638 2.8517 0.8628
C -1.0439 4.5108 6.7697
H -0.6519 3.6085 7.2392
C 2.6662 -0.6907 4.0149
H 4.8839 0.3574 3.0243
H 3.0579 3.3970 2.3578
C 3.9599 0.9318 2.9585
H 1.0644 -2.3187 -2.6483
H -0.3333 5.3258 6.9069
O -5.6657 -0.2486 2.2861
H 0.5682 -2.0526 -6.2903
O -2.9433 4.7467 -1.9873
H 1.7837 -1.7929 -5.0702
C -0.8283 -5.6086 -5.8826
O 2.7080 0.3088 2.9627
H 1.6702 -0.6032 4.4491
C -5.5172 -1.4801 2.3875
H -1.5744 -6.0613 -5.2295
H 6.3357 2.1931 2.4364
O -4.3729 -1.9202 2.3050
H 3.2370 3.2997 0.7967
*
```

Summary:
- orbital gap (spin up / spin down) (hartree) = 0.1110 / 0.1110
- E_LUMO (spin up / spin down) (eV) = -0.31 / -0.32
- highest occupied orbital energy (spin up / spin down) (Ha) = -0.1225 / -0.1226
- <S²> = 0.754

***

## Q
Below is a molecular structure, C12H31AgN2O6, with properties calculated with wB97M-V/def2-TZVPD.

The geometry in ORCA input format:
```
! wB97M-V def2-TZVPD RIJCOSX def2/J DEFGRID3
* xyz -1 2
C 3.2909 1.9127 -0.7963
H 0.1602 -2.1088 4.6828
N 1.0946 0.2566 2.3532
Ag 0.0540 1.3044 0.4820
H -3.2699 0.8807 1.0864
H -3.3851 -0.7551 0.6995
C 1.1102 -1.3089 -1.7436
H 2.0394 -2.9076 -0.5990
H 2.9600 1.2990 -1.6341
H -0.3243 -0.3182 -1.1409
H 0.6285 -3.4529 -5.7072
H -0.1102 -1.5602 -0.1262
N 0.3682 -0.7970 -0.5830
C -1.1059 -0.7280 2.6831
H 3.0599 -1.5658 -0.7832
H -1.3892 4.5398 2.9341
H 0.7971 -1.6957 1.9602
H -0.8309 -1.7266 -2.6576
H -1.3879 -0.0681 3.5035
C -2.9967 -0.0990 1.4784
O -0.5351 3.1528 -1.0950
C -1.1554 3.4812 3.0475
H 2.0785 0.0312 2.3901
C -2.3343 2.9487 -2.7747
C 0.1423 -2.2087 -2.5643
H -0.7679 -2.5856 -5.2399
C 2.3086 -2.1403 -1.3249
H -0.1515 -3.1273 -2.0564
H -0.4643 -4.1181 -4.4906
H -2.1484 2.2388 -3.5807
H 2.7485 -2.6674 -2.1716
H 1.1735 -0.6736 4.7017
C 0.8967 -1.5458 4.1095
H 0.9911 0.9034 3.1220
H -1.9660 3.9064 -3.1424
H -0.6971 3.4151 4.0343
O -1.5453 -0.0996 1.5138
O 0.7729 -2.5609 -3.7630
H 1.4578 -0.4556 -2.3260
C 0.4580 -1.0040 2.7313
H -3.5555 -0.3082 2.3905
H 1.7607 -2.1997 3.9910
H -3.3966 3.0377 -2.5473
C 0.0285 -3.2073 -4.8309
H 4.1445 1.3433 -0.4285
H 3.6631 2.7743 -1.3506
C -1.4398 2.4757 -1.6163
H -2.1061 2.9482 3.0556
O -1.6623 1.3657 -1.1384
O 2.2806 2.2894 0.1971
H -1.5311 -1.6744 3.0172
O -0.2118 3.1631 2.0479
*
```

Summary:
- orbital gap (spin up / spin down) (hartree) = 0.2249 / 0.1781
- E_LUMO (spin up / spin down) (eV) = 2.67 / 2.34
- highest occupied orbital energy (spin up / spin down) (Ha) = -0.1268 / -0.0922
- <S²> = 0.763

***

Stability check: which of them is most stable? Q.